No. 1
Entry from the Open Molecules 2025 dataset: a cluster of 3 separate species, C26H50N2O12S2 in total (wB97M-V/def2-TZVPD).

```
92
Properties=species:S:1:pos:R:3:forces:R:3
C 5.5520 2.2640 0.1395 -0.7632 -0.6019 -0.0669
S 4.3160 3.4769 -0.3074 0.8914 1.8915 0.4373
O 5.0004 4.7379 -0.4167 0.6796 -0.0258 -0.5483
O 3.2300 3.5390 0.6322 -0.7322 -1.2138 0.0256
C 3.6545 3.0843 -1.9955 -0.5460 0.0533 0.7440
C 2.4959 2.0970 -1.7935 -0.0200 -0.0108 0.3244
C 2.7976 0.8717 -0.9441 -0.1685 0.2308 0.0500
O 3.0834 -0.2059 -1.3790 0.0747 -0.3550 -0.1635
C 3.1823 4.4480 -2.5233 0.8108 -0.6514 -0.7498
C 2.2567 4.3763 -3.7361 -0.9615 0.4971 0.2962
C 0.7510 4.1347 -3.4449 0.7423 -0.0559 0.3730
C 0.2026 4.6972 -2.1251 -0.7065 -0.5471 -0.7339
C -1.1989 4.0711 -1.8685 0.3301 1.1047 0.5972
C -1.3084 3.3705 -0.5061 -0.1801 -0.5617 -0.7088
C -1.0058 1.8754 -0.5434 0.5044 -0.4269 -0.2456
S -1.9445 0.9689 -1.8287 -0.3088 0.0258 -0.3935
C -0.7293 -0.1572 -2.4035 -1.0064 0.9904 1.8923
N -0.2385 -0.3218 -3.5501 0.4690 0.0709 -1.5338
N 0.7037 -1.3332 -3.4020 0.4400 0.1978 -3.0620
C 0.7109 -1.6777 -2.2111 -0.4362 -0.1921 1.9653
O -0.1982 -0.9740 -1.4764 0.5407 -0.7608 0.8311
O 4.7762 2.5590 -2.6906 -0.5249 -0.2806 -0.6252
C 4.5151 1.7086 -3.7563 1.0174 -2.2731 0.1736
O 4.8736 0.5578 -3.7151 -0.3019 1.6500 0.0198
H 6.5323 2.6745 -0.0473 0.0878 0.1375 -0.1164
H 5.3884 2.0401 1.1887 0.0311 0.2276 0.1970
H 5.3955 1.3378 -0.4062 0.0917 -0.0359 -0.2269
H 1.7580 2.6552 -1.2251 -0.0412 0.1934 0.0492
H 2.0053 1.8233 -2.7233 0.3098 -0.2591 -0.2687
H 2.6858 1.0274 0.1462 0.0834 0.0526 0.0148
H 2.7981 5.0530 -1.7108 -0.2673 0.0318 0.0502
H 4.1002 4.9319 -2.8437 0.1443 0.1894 0.1011
H 2.5738 3.6395 -4.4680 0.2352 -0.1233 -0.0326
H 2.3370 5.3358 -4.2430 0.0927 0.1467 -0.0415
H 0.5543 3.0634 -3.4739 -0.1314 -0.0773 0.0003
H 0.1764 4.5684 -4.2588 -0.1277 -0.0310 -0.1526
H 0.0919 5.7755 -2.2196 0.1799 0.1529 0.1316
H 0.8372 4.5056 -1.2649 0.2145 -0.0203 0.0027
H -1.9027 4.9000 -1.8446 -0.2487 -0.0087 -0.1088
H -1.4822 3.4438 -2.7055 -0.1045 -0.2358 0.0299
H -2.3048 3.5066 -0.0975 -0.0917 0.1313 0.1984
H -0.5659 3.8112 0.1534 -0.1712 0.1328 0.3859
H -1.1831 1.3718 0.3996 -0.1084 0.1447 0.2422
H 0.0433 1.7171 -0.7783 0.0682 -0.0223 -0.0505
H 1.3419 -2.4115 -1.7599 0.0686 -0.1393 0.3837
H 4.0615 2.0843 -4.6809 -0.1663 0.6296 0.4008
C -8.1715 -3.5850 1.9532 0.0667 -0.0231 -0.0932
O -7.4819 -3.0839 0.8316 0.1136 0.0459 0.0982
C -7.8947 -1.7680 0.5038 0.0119 -0.3527 -0.1564
C -6.9657 -1.1640 -0.5264 -0.0191 0.2411 0.0355
O -5.7846 -0.6095 0.0369 -0.0123 -0.1121 -0.0052
C -4.7803 -1.5426 0.4129 0.0857 0.2317 0.0164
C -3.9934 -2.0817 -0.7609 -0.1039 -0.4014 0.0383
O -4.6881 -3.1537 -1.3761 -0.0982 0.0678 -0.0661
C -4.1013 -3.5133 -2.6055 -0.0820 -0.0316 0.0773
H -9.2533 -3.5969 1.7760 -0.0196 0.0285 0.0767
H -7.8322 -4.6044 2.1256 0.0104 -0.0027 -0.0407
H -7.9509 -2.9863 2.8447 -0.1055 0.0150 0.0209
H -7.9013 -1.1421 1.4045 -0.0404 0.0756 -0.0356
H -8.9118 -1.8182 0.0897 -0.0365 0.1411 0.0576
H -7.4834 -0.3207 -0.9884 0.0183 0.0241 0.0293
H -6.7295 -1.8803 -1.3155 -0.0273 -0.1389 0.0978
H -5.1973 -2.3515 1.0161 -0.0024 -0.1101 -0.1252
H -4.0913 -0.9786 1.0456 -0.0077 0.0375 -0.0285
H -3.0236 -2.4607 -0.4052 0.0814 0.1590 -0.0212
H -3.8232 -1.2802 -1.4879 0.0571 0.0559 0.0603
H -4.1602 -2.6857 -3.3221 0.1129 -0.0018 -0.0178
H -4.6551 -4.3603 -3.0055 -0.0118 -0.0090 0.0382
H -3.0538 -3.8089 -2.4698 0.0314 0.0474 -0.0643
C 4.2601 -3.6236 6.4297 -0.0621 -0.0343 -0.0905
O 3.2511 -3.2946 5.5027 0.1068 0.0890 -0.0803
C 2.4865 -2.1799 5.9293 -0.0411 -0.3767 -0.0859
C 1.5948 -1.6927 4.8087 -0.0375 0.2354 0.0635
O 2.2618 -0.8347 3.8919 0.0116 -0.1068 -0.0240
C 3.1151 -1.4739 2.9527 -0.0459 0.2580 -0.0385
C 2.3690 -2.1382 1.8168 0.1492 -0.3739 0.0408
O 1.9144 -3.4226 2.2099 -0.1314 0.0608 0.0726
C 1.0169 -3.9675 1.2727 0.0545 -0.0135 0.0913
H 3.8310 -3.8551 7.4115 0.0576 0.0423 0.0426
H 4.7814 -4.5032 6.0574 -0.0352 -0.0104 -0.0224
H 4.9811 -2.8036 6.5270 -0.0112 0.0024 0.1075
H 3.1521 -1.3687 6.2486 -0.0650 0.0584 0.0360
H 1.8631 -2.4928 6.7789 0.0054 0.1425 0.0641
H 0.8075 -1.0790 5.2512 0.0283 0.0381 -0.0083
H 1.1147 -2.5265 4.2933 0.1218 -0.1154 0.0390
H 3.7920 -2.1747 3.4450 -0.0861 -0.1396 -0.0524
H 3.7218 -0.6701 2.5280 -0.0283 0.0214 0.0065
H 3.0457 -2.2570 0.9589 -0.0480 0.1485 -0.0755
H 1.5138 -1.5169 1.5192 0.0516 0.0925 -0.0288
H 0.1098 -3.3547 1.1990 0.0140 0.0117 -0.1148
H 0.7377 -4.9620 1.6148 0.0338 -0.0040 0.0141
H 1.4864 -4.0545 0.2846 -0.0584 0.0139 -0.0371
```
Positions in Å, forces in eV/Å.

## Properties
E_tot: -76987.3006 eV
gap between HOMO and LUMO: 9.76 eV
highest occupied orbital energy: -0.3435 Ha



No. 2
Entry from the Open Molecules 2025 dataset: a cluster of 6 separate species, C26H51Br2O11PS5 in total (wB97M-V/def2-TZVPD).

```
96
Properties=species:S:1:pos:R:3:forces:R:3
C 6.4176 -1.0831 1.8221 -0.3772 0.0409 0.4557
C 5.7115 0.2109 2.1015 -0.4297 -0.0289 -0.6710
Br 6.3133 1.1695 3.6318 0.0207 -0.1355 -0.1104
C 4.7161 0.7193 1.3591 0.0929 0.1162 1.3533
Br 4.1572 -0.1893 -0.2138 0.0619 -0.0166 0.0401
P 3.8028 2.2799 1.6442 -0.1575 0.9922 -0.9196
C 2.0311 1.7529 1.5375 0.7305 -0.8804 0.5608
C 1.6405 0.5267 2.3483 -0.7241 -0.8755 0.2754
C 0.5478 -0.2925 1.6326 0.1554 0.0290 -0.4800
O 1.1772 0.9134 3.6460 0.3028 0.5386 -0.1794
H 5.6782 -1.7998 1.4772 0.0377 -0.1125 -0.3124
H 7.1961 -0.9672 1.0737 0.1389 -0.0463 -0.0293
H 6.8192 -1.4943 2.7437 0.2981 0.0928 0.0009
H 3.9548 2.5776 3.0095 -0.0133 -0.6176 0.1589
H 1.3872 2.5645 1.8608 -0.0112 0.2881 -0.2643
H 1.8743 1.5075 0.4948 -0.2425 0.3714 -0.2283
H 2.4908 -0.1450 2.5010 0.2495 0.1564 -0.1756
H -0.1583 -0.7298 2.3331 0.0095 0.0155 0.1856
H 1.0045 -1.1060 1.0637 0.0923 -0.0634 -0.0314
H -0.0159 0.2941 0.9024 0.0773 -0.0302 0.3311
H 1.3958 0.2044 4.2543 -0.1981 -0.0918 0.2081
O -0.3555 2.3504 -0.5450 0.1225 -0.2469 -0.0234
S -1.7156 2.2583 -0.0687 -0.5992 0.3487 -0.0689
O -2.2438 1.0217 0.4520 0.2109 -0.1689 -0.0841
C -2.0064 3.5737 1.1065 -0.0047 0.3351 0.0683
C -2.4815 4.7422 0.2465 0.0151 -0.0769 -0.1424
C -3.4620 4.1467 -0.7725 0.1167 -0.1039 0.0870
C -2.8090 2.8837 -1.3506 -0.2122 0.2551 -0.0802
H -1.0908 3.7773 1.6576 0.0428 -0.1470 -0.0148
H -2.7868 3.2367 1.7876 0.0143 -0.0769 -0.0111
H -2.9499 5.5157 0.8537 0.0037 0.0024 0.0066
H -1.6328 5.1906 -0.2749 0.0141 0.0142 0.0364
H -4.3938 3.8834 -0.2713 -0.0119 -0.0008 -0.0113
H -3.7045 4.8560 -1.5569 0.0604 -0.0967 0.0144
H -3.5409 2.1177 -1.5953 0.0925 -0.0959 0.0099
H -2.2003 3.1083 -2.2254 0.0844 -0.0424 0.0482
O 2.2283 -4.1569 6.3557 -0.0748 0.0717 0.1236
S 1.7272 -3.3551 5.2704 -0.1217 0.1262 -0.3031
O 0.7806 -2.2886 5.4908 0.0285 -0.0111 0.2340
C 3.1006 -2.7134 4.3304 0.4071 -0.1026 -0.2290
C 3.3807 -3.7844 3.2790 -0.0553 -0.0238 0.0427
C 2.0081 -4.2265 2.7653 -0.0625 0.0914 0.0184
C 1.1027 -4.4476 3.9859 -0.0050 -0.1246 -0.3814
H 3.9428 -2.5287 4.9938 -0.1007 0.0397 0.1196
H 2.7724 -1.7826 3.8693 -0.0156 0.0105 0.0100
H 4.0084 -3.4036 2.4753 0.0036 -0.0293 -0.0124
H 3.8972 -4.6306 3.7361 0.0340 0.0174 -0.0020
H 1.5861 -3.4382 2.1368 0.0017 0.0123 0.0177
H 2.0798 -5.1252 2.1588 0.0539 -0.0128 0.0117
H 0.0678 -4.1912 3.7737 -0.0333 0.0346 0.1849
H 1.1621 -5.4665 4.3637 0.0505 0.0339 0.0918
O -2.6968 0.3441 -5.0419 -0.1348 -0.0287 -0.0227
S -2.2137 -0.8766 -4.4459 0.2393 -0.1200 0.0992
O -3.0299 -2.0631 -4.4098 -0.1621 0.0804 -0.0947
C -0.6199 -1.2701 -5.1627 0.3048 0.0675 -0.0226
C 0.3831 -0.5444 -4.2703 -0.0724 0.0285 0.0668
C -0.0913 -0.7764 -2.8297 0.0581 -0.0019 -0.0386
C -1.6005 -0.5103 -2.7980 0.2683 -0.0370 0.3033
H -0.6005 -0.9432 -6.1996 -0.1431 -0.0080 -0.0073
H -0.4929 -2.3508 -5.1073 -0.0607 -0.0121 0.0053
H 1.3959 -0.9123 -4.4277 0.0031 0.0040 -0.0116
H 0.3741 0.5245 -4.4943 0.0063 -0.0034 -0.0248
H 0.1066 -1.8114 -2.5425 -0.0115 -0.0120 -0.0249
H 0.4315 -0.1338 -2.1219 -0.0468 0.0179 0.0182
H -2.1125 -1.1444 -2.0793 -0.1527 0.0616 -0.0485
H -1.8148 0.5350 -2.5896 -0.0595 0.0087 -0.0951
O 3.9295 -5.7801 -1.7857 0.1178 0.1419 0.0563
S 3.6908 -6.4345 -0.5263 -0.2037 -0.2401 0.1200
O 4.2242 -5.9125 0.7082 0.0606 0.1914 -0.0994
C 1.9266 -6.6963 -0.3504 -0.2289 -0.1487 -0.0894
C 1.6800 -8.0540 -0.9995 0.1017 -0.0368 -0.0346
C 2.8232 -8.9600 -0.5231 -0.0412 0.0611 0.0181
C 4.1294 -8.1715 -0.6833 -0.0479 -0.3505 0.0218
H 1.3917 -5.8792 -0.8288 0.1094 0.0880 0.0240
H 1.7002 -6.7223 0.7145 0.0288 0.0020 0.0136
H 0.7050 -8.4538 -0.7261 -0.0081 0.0066 -0.0061
H 1.7121 -7.9576 -2.0866 -0.0235 0.0298 0.0001
H 2.6726 -9.2153 0.5276 -0.0006 0.0197 0.0057
H 2.8591 -9.8924 -1.0838 0.0153 -0.0051 0.0027
H 4.8582 -8.4184 0.0842 0.0723 0.1219 -0.0226
H 4.5670 -8.3118 -1.6695 0.0073 0.1201 -0.0187
O -4.1917 7.0184 -2.3632 0.0438 -0.1643 0.0273
S -5.5528 6.9270 -1.8955 -0.4143 0.3303 0.0536
O -6.0861 5.6967 -1.3699 0.1587 -0.1138 -0.0286
C -5.8412 8.2449 -0.7197 -0.0419 0.3137 0.0488
C -6.3122 9.4163 -1.5762 0.0006 -0.0467 -0.1039
C -7.2954 8.8220 -2.5939 0.0266 -0.0032 0.0713
C -6.6480 7.5572 -3.1735 -0.2330 0.2404 -0.1408
H -4.9242 8.4462 -0.1707 0.0456 -0.1296 -0.0260
H -6.6233 7.9115 -0.0383 0.0141 -0.0670 -0.0106
H -6.7767 10.1912 -0.9688 0.0064 0.0041 0.0060
H -5.4624 9.8612 -2.0980 0.0194 0.0018 0.0303
H -8.2274 8.5606 -2.0892 0.0086 -0.0137 0.0111
H -7.5389 9.5319 -3.3824 -0.0031 -0.0092 -0.0118
H -7.3809 6.7919 -3.4146 0.1089 -0.1118 0.0056
H -6.0400 7.7785 -4.0484 0.0904 -0.0532 0.0450
```
Positions in Å, forces in eV/Å.

## Properties
E_tot: -253859.2903 eV
gap between HOMO and LUMO: 8.48 eV
highest occupied orbital energy: -0.3015 Ha



Values for F_max, eV Å⁻¹, ordered as above
3.10; 1.36